# 1
# C3H5O4Sr

A structure of composition C3H5O4Sr at a distorted geometry (ωB97M-V/def2-TZVPD, OMol25).

As for the spin multiplicity: 2. The calculation puts the energy above the lowest of the compared OMol25 structures with the same formula, charge and spin at 4.328 eV. The HOMO energy (alpha / beta) is -4.845 / -8.613 eV. The calculation puts the strongest force on any atom at 6.206 eV/Å. Its LUMO energy (alpha / beta) is -0.618 / -0.625 eV. As for the electronic energy: -448.8192 Eh. As for the expectation value of S²: 1.025.

Structure (XYZ):
```
13
Properties=species:S:1:pos:R:3:lowdin_spin:R:1
O 0.64 0.33 -1.05 0.115
C 1.10 -0.89 -1.56 0.017
C 0.91 0.86 0.21 0.217
O 2.28 -1.12 -1.65 -0.002
O 0.19 -1.69 -1.19 0.056
C 0.04 1.88 0.47 -0.274
H 1.98 0.75 0.35 0.017
H -0.86 -0.60 1.54 0.022
H 0.39 2.91 0.50 -0.008
H -0.90 1.73 1.00 -0.007
O -1.72 -1.13 1.06 0.081
H -2.04 -1.83 1.63 0.017
Sr -2.01 -1.20 -1.32 0.749
```

***

# 2
# C3H5P

An isolated molecule of C3H5P at a distorted geometry (ωB97M-V/def2-TZVPD, OMol25).

As for the spin multiplicity: 1. The calculation puts the energy above the lowest of the compared OMol25 structures with the same formula, charge and spin at 1.295 eV. The HOMO energy (alpha / beta) is -8.046 / -8.047 eV. The calculation puts the strongest force on any atom at 7.304 eV/Å. Its LUMO energy (alpha / beta) is -0.132 / -0.134 eV. As for the electronic energy: -458.5339 Eh. The SMILES is CC1=PC1.

Structure (XYZ):
```
9
Properties=species:S:1:pos:R:3:mulliken_charge:R:1
C -1.03 0.82 0.21 -0.662
C 0.24 0.15 0.31 0.044
P 2.09 0.27 0.35 -0.013
C 0.94 -1.06 -0.32 -0.643
H -0.99 1.74 -0.49 0.241
H -1.25 0.98 1.24 0.269
H -1.93 0.16 -0.17 0.239
H 1.03 -1.95 0.23 0.261
H 0.88 -1.11 -1.36 0.265
```

***

# 3
# C3H6AgBrO3

A structure of composition C3H6AgBrO3 at a distorted geometry (ωB97M-V/def2-TZVPD, OMol25).

As for the spin multiplicity: 2. The HOMO energy (alpha / beta) is -13.356 / -13.354 eV. The calculation puts the strongest force on any atom at 1.683 eV/Å. Its LUMO energy (alpha / beta) is -6.561 / -9.106 eV. As for the net charge: +1. As for the electronic energy: -3064.2585 Eh. As for the expectation value of S²: 0.753.

Structure (XYZ):
```
14
Properties=species:S:1:pos:R:3:lowdin_spin:R:1
Ag -4.89 2.76 2.39 0.009
Br -4.23 0.13 2.59 0.940
C -1.26 -0.59 0.57 0.022
O 0.11 -0.38 0.74 0.008
C 0.75 -0.02 -0.38 0.001
O 0.20 0.44 -1.32 0.000
O 2.01 -0.32 -0.23 0.001
C 2.92 -0.02 -1.28 0.000
H -1.44 -1.48 -0.04 0.004
H -1.84 0.25 0.21 0.003
H -1.73 -0.88 1.52 0.013
H 2.37 0.12 -2.21 0.000
H 3.54 -0.90 -1.43 0.000
H 3.49 0.89 -1.13 0.000
```

***

# 4
# C3H6AsCl6F6NiO4PY

A structure of composition C3H6AsCl6F6NiO4PY at a distorted geometry (ωB97M-V/def2-TZVPD, OMol25).

As for the spin multiplicity: 3. The calculation puts the energy above the lowest of the compared OMol25 structures with the same formula, charge and spin at 4.640 eV. The HOMO energy (alpha / beta) is -13.111 / -12.822 eV. The calculation puts the strongest force on any atom at 9.559 eV/Å. Its LUMO energy (alpha / beta) is -6.286 / -6.271 eV. As for the net charge: +1. As for the electronic energy: -7902.8166 Eh. As for the expectation value of S²: 2.008.

Structure (XYZ):
```
29
Properties=species:S:1:pos:R:3:lowdin_spin:R:1
Y -0.07 -2.93 0.40 -0.004
Ni -1.57 0.19 1.78 1.596
P 0.48 -0.25 0.53 0.008
O 0.17 -1.11 1.82 0.096
O -0.98 -0.94 0.36 0.224
O 0.85 -1.26 -0.57 0.032
O -0.17 1.13 0.65 0.025
As -3.39 -2.86 2.33 0.002
F -3.02 -3.10 3.99 0.002
F -3.93 -4.48 2.18 0.000
F -3.61 -2.51 0.64 0.000
F -2.68 -1.24 2.52 0.018
F -1.68 -3.36 1.90 0.000
F -4.94 -2.27 2.76 0.001
C -0.81 0.98 -2.92 0.000
Cl -2.24 0.20 -2.26 0.001
Cl -1.18 2.33 -3.98 0.000
H -0.19 1.35 -2.10 0.000
H -0.22 0.21 -3.41 0.000
C 3.56 0.42 -2.37 0.000
Cl 3.01 1.64 -3.53 0.000
Cl 4.58 1.10 -1.09 0.000
H 2.72 -0.16 -2.01 0.000
H 4.22 -0.29 -2.85 0.000
C 2.28 3.33 0.94 0.001
Cl 2.05 3.24 2.72 0.000
Cl 1.41 4.74 0.34 0.000
H 3.34 3.47 0.77 0.000
H 1.99 2.41 0.45 0.001
```

***

# 5
# C3H6BF3N2O7PPdS

A structure of composition C3H6BF3N2O7PPdS at a distorted geometry (ωB97M-V/def2-TZVPD, OMol25).

As for the spin multiplicity: 1. The HOMO energy is -12.389 eV. The calculation puts the strongest force on any atom at 2.015 eV/Å. Its LUMO energy is -8.722 eV. As for the net charge: +1. As for the electronic energy: -1945.6003 Eh.

Structure (XYZ):
```
25
Properties=species:S:1:pos:R:3:mulliken_charge:R:1
N 1.44 -1.86 0.56 -0.494
B 0.98 -0.52 0.90 0.910
O 0.89 -0.05 2.21 -0.620
C 0.56 0.48 -0.28 0.423
N -0.73 0.21 -0.87 -0.250
S -1.94 0.07 0.28 1.029
O -2.10 -1.28 0.70 -0.616
O -1.81 0.98 1.36 -0.560
C -3.48 0.54 -0.64 0.574
F -4.50 0.18 0.10 -0.175
F -3.54 -0.14 -1.77 -0.202
F -3.52 1.82 -0.85 -0.170
C 0.77 1.94 0.14 0.249
O 1.68 2.21 0.97 -0.539
O 0.08 2.76 -0.40 -0.516
P 1.85 0.19 -1.69 0.227
O 1.35 -1.01 -2.61 -0.429
O 3.28 -0.11 -1.04 -0.387
H 0.61 -2.45 0.43 0.304
H 2.00 -2.25 1.31 0.194
H 0.28 -0.65 2.67 0.290
H -0.97 0.83 -1.64 0.370
H 0.86 -1.66 -2.07 0.385
H 3.63 -0.96 -1.37 0.366
Pd 2.34 0.72 3.59 0.637
```

***

# 6
# C3H6BNO2

An isolated molecule of C3H6BNO2 at a distorted geometry (ωB97M-V/def2-TZVPD, OMol25).

As for the spin multiplicity: 1. The calculation puts the energy above the lowest of the compared OMol25 structures with the same formula, charge and spin at 4.430 eV. The HOMO energy is -8.185 eV. The calculation puts the strongest force on any atom at 6.163 eV/Å. Its LUMO energy is 0.248 eV. As for the electronic energy: -347.9235 Eh.

Structure (XYZ):
```
13
Properties=species:S:1:pos:R:3:mulliken_charge:R:1
B 0.28 0.52 -0.12 0.124
C 2.68 0.68 -0.09 0.180
C 1.65 -1.57 -0.03 -0.167
C -0.88 1.58 0.09 -0.800
N 0.36 -0.82 0.10 -0.141
O 3.60 1.43 0.01 -0.428
O 2.73 -0.68 -0.03 -0.292
H 1.79 -2.25 0.91 0.254
H 1.53 -2.27 -1.01 0.234
H -0.91 1.84 1.27 0.259
H -2.04 1.28 -0.09 0.252
H -0.64 2.43 -0.37 0.299
H -0.46 -1.31 0.40 0.227
```

***

# 7
# C3H6BNO2

An isolated molecule of C3H6BNO2 at a distorted geometry (ωB97M-V/def2-TZVPD, OMol25).

As for the spin multiplicity: 3. The calculation puts the energy above the lowest of the compared OMol25 structures with the same formula, charge and spin at 1.315 eV. The HOMO energy (alpha / beta) is -5.020 / -10.054 eV. The calculation puts the strongest force on any atom at 10.166 eV/Å. Its LUMO energy (alpha / beta) is 0.428 / -2.397 eV. As for the electronic energy: -347.8902 Eh. As for the expectation value of S²: 2.006.

Structure (XYZ):
```
13
Properties=species:S:1:pos:R:3:lowdin_spin:R:1
B 1.40 -0.07 0.33 0.054
C -0.76 -0.23 0.16 0.633
C 0.85 1.06 -0.63 0.109
C -2.13 -0.81 0.24 0.093
N -0.56 0.87 -0.47 0.819
O 0.36 -0.87 0.67 0.136
O 2.73 -0.26 0.68 0.026
H 1.14 2.18 -0.08 0.038
H 1.06 1.00 -1.67 0.035
H -2.58 -0.85 1.20 0.029
H -2.07 -1.90 -0.11 0.025
H -2.76 -0.24 -0.47 0.003
H 3.33 0.14 0.14 0.001
```

***

# 8
# C3H6Br2OSi

A cluster of 2 separate species, C3H6Br2OSi in total at a distorted geometry (ωB97M-V/def2-TZVPD, OMol25).

As for the spin multiplicity: 1. The calculation puts the energy above the lowest of the compared OMol25 structures with the same formula, charge and spin at 3.924 eV. The HOMO energy (alpha / beta) is -9.985 / -7.695 eV. The calculation puts the strongest force on any atom at 3.773 eV/Å. Its LUMO energy (alpha / beta) is -1.064 / -1.758 eV. As for the electronic energy: -5630.5551 Eh.

Structure (XYZ):
```
13
Properties=species:S:1:pos:R:3:mulliken_charge:R:1
C 1.28 1.51 0.49 -0.709
C 0.84 0.30 0.79 -0.012
C 0.54 -0.86 -0.29 -0.318
O -0.20 -1.94 0.03 -0.336
Si -3.05 0.02 0.44 0.399
Br -4.57 -1.43 0.04 -0.140
Br -2.94 2.16 -0.27 -0.203
H 1.30 2.36 1.18 0.250
H 1.48 1.81 -0.51 0.274
H 0.75 -0.19 1.80 0.277
H 1.52 -1.25 -0.67 0.341
H 0.06 -0.19 -1.20 0.195
H -2.63 0.14 1.93 -0.019
```

***

# 9
# C3H6BrHfO

A structure of composition C3H6BrHfO at a distorted geometry (ωB97M-V/def2-TZVPD, OMol25).

As for the spin multiplicity: 1. The calculation puts the energy above the lowest of the compared OMol25 structures with the same formula, charge and spin at 0.000 eV. The HOMO energy is -19.716 eV. The calculation puts the strongest force on any atom at 3.962 eV/Å. Its LUMO energy is -17.709 eV. As for the net charge: +3. As for the electronic energy: -2813.6135 Eh.

Structure (XYZ):
```
12
Properties=species:S:1:pos:R:3:mulliken_charge:R:1
Hf 2.11 3.21 -4.16 1.780
Br 0.82 2.65 -1.81 0.021
C 0.87 -0.19 1.08 -0.763
C -0.19 -1.22 0.69 0.865
O -0.05 -2.37 0.82 0.002
C -1.54 -0.69 0.03 -0.718
H 0.50 0.49 1.86 0.370
H 1.20 0.43 0.23 0.110
H 1.78 -0.64 1.49 0.363
H -2.02 -1.45 -0.59 0.381
H -1.28 0.21 -0.53 0.239
H -2.19 -0.44 0.88 0.349
```

***

# 10
# C3H6BrI

A structure of composition C3H6BrI at a distorted geometry (ωB97M-V/def2-TZVPD, OMol25).

As for the spin multiplicity: 1. The calculation puts the energy above the lowest of the compared OMol25 structures with the same formula, charge and spin at 3.108 eV. The HOMO energy (alpha / beta) is -8.366 / -8.369 eV. The calculation puts the strongest force on any atom at 3.708 eV/Å. Its LUMO energy (alpha / beta) is -0.159 / -0.163 eV. As for the electronic energy: -2989.5010 Eh.

Structure (XYZ):
```
11
Properties=species:S:1:pos:R:3:mulliken_charge:R:1
C 0.84 0.19 -1.63 -0.768
C -0.03 0.03 1.52 -1.075
C -0.66 -0.27 0.21 -0.189
Br -1.19 -2.07 -0.07 -0.071
I -2.20 1.13 -0.34 0.107
H 1.58 -0.56 -1.44 0.296
H 0.17 0.02 -2.44 0.335
H 1.10 1.19 -1.36 0.311
H -0.79 0.10 2.30 0.379
H 0.50 0.99 1.47 0.307
H 0.68 -0.75 1.78 0.368
```

***

# 11
# C3H6BrIO

A structure of composition C3H6BrIO at a distorted geometry (ωB97M-V/def2-TZVPD, OMol25).

As for the spin multiplicity: 1. The calculation puts the energy above the lowest of the compared OMol25 structures with the same formula, charge and spin at 2.753 eV. The HOMO energy (alpha / beta) is -9.543 / -9.547 eV. The calculation puts the strongest force on any atom at 3.113 eV/Å. Its LUMO energy (alpha / beta) is -2.088 / -2.072 eV. As for the electronic energy: -3064.7336 Eh.

Structure (XYZ):
```
12
Properties=species:S:1:pos:R:3:mulliken_charge:R:1
C -0.75 2.14 0.02 -0.702
C 0.39 -1.99 0.66 -0.838
C 0.29 -1.33 -0.49 0.052
O 1.34 -1.23 -1.42 -0.494
Br 1.05 2.56 0.68 -0.067
I -3.31 2.78 0.65 -0.059
H -0.75 1.11 0.22 0.357
H -0.93 2.80 -0.88 0.447
H -0.28 -1.95 1.43 0.289
H 1.33 -2.48 0.93 0.173
H -0.57 -0.84 -0.82 0.537
H 2.18 -1.58 -0.99 0.305
```

***

# 12
# C3H6BrN2

The ion C3H6BrN2 with charge +1 at a distorted geometry (ωB97M-V/def2-TZVPD, OMol25).

As for the spin multiplicity: 1. The calculation puts the energy above the lowest of the compared OMol25 structures with the same formula, charge and spin at 0.702 eV. The HOMO energy is -14.916 eV. The calculation puts the strongest force on any atom at 4.299 eV/Å. Its LUMO energy is -3.635 eV. As for the net charge: +1. As for the electronic energy: -2801.1445 Eh. The SMILES is Br[C@@H]1C[NH+]=CN1.

Structure (XYZ):
```
12
Properties=species:S:1:pos:R:3:mulliken_charge:R:1
Br -1.19 2.10 -1.87 0.047
C -0.58 0.57 -1.08 -0.094
C -0.91 0.31 0.41 -0.516
N 0.26 -0.31 1.05 -0.121
C 1.34 -0.12 0.30 0.003
N 1.16 0.31 -0.91 -0.186
H -0.92 -0.25 -1.68 0.329
H -1.12 1.42 0.89 0.335
H -1.85 -0.25 0.34 0.348
H 0.40 -0.73 1.97 0.240
H 2.44 -0.29 0.59 0.356
H 1.75 0.32 -1.75 0.258
```